No. 1
The following is a quantum chemistry calculation of a structure of composition C3H6N2O in a non-equilibrium geometry, from OMol25.

Each line ends with the Mulliken charge.
Atoms and positions in Å:
H1 0.22516 -1.63143 -1.02151  0.3123
O1 -0.56729 -0.98837 2.57194  -0.2636
H2 -0.90929 1.73366 1.52365  0.2628
C1 -0.33553 0.97477 -0.23271  0.6180
N1 -0.90342 1.67060 -1.11203  -0.7017
H3 0.70826 -0.19734 -1.92036  0.3143
N2 -0.19329 1.08206 1.10559  -0.4844
C2 0.63285 -0.58794 -0.91356  -1.2394
H4 -0.85818 1.30552 -2.06120  0.2584
H5 1.67100 -0.71242 -0.53444  0.3300
C3 -0.03110 -0.89944 1.55059  0.2459
H6 0.56511 -1.75087 1.07032  0.3475

Values from the calculation:
- Orbital gap (spin up / spin down): 0.3095 / 0.3094 Ha
- M: 86.09 g/mol
- Total energy: -302.4817 Ha
- Energy above the lowest of the compared OMol25 structures with the same formula, charge and spin: 5.752 eV

No. 2
The following is a quantum chemistry calculation of the molecule C5H9N5S in a non-equilibrium geometry, from OMol25.

Each line ends with the Mulliken charge.
Atoms and positions in Å:
N1 -1.61187 1.04558 -0.23627  -0.2439
H1 -1.63585 2.55607 1.08868  0.4173
H2 0.56946 1.20082 -0.67334  0.3188
H3 0.54715 -3.84621 0.40392  0.3815
H4 2.89405 1.61896 -0.44644  0.3059
C1 -1.41169 1.53250 1.09088  -0.8641
H5 -2.02704 0.92708 1.77080  0.2602
C2 0.50886 -0.68602 0.02401  0.5073
N2 1.13590 0.52439 -0.15463  -0.1748
C3 2.56223 0.58865 -0.38815  -0.9133
H6 2.82600 0.14867 -1.41126  0.2648
H7 2.94183 0.00903 0.43247  0.3522
S1 -2.77467 -0.66719 -1.91999  -0.2914
C4 -1.72756 -0.24016 -0.70811  0.1662
N3 1.18137 -1.79065 0.38391  -0.6705
N4 -0.79367 -1.00410 -0.07203  0.6138
C5 0.23786 -2.75757 0.32088  -0.0530
H8 -0.36411 1.50750 1.42196  0.3119
N5 -0.95252 -2.42415 -0.02824  -0.9874
H9 -2.10574 1.75678 -0.89904  0.2984

Values from the calculation:
- Orbital gap: 0.3231 Ha
- Structure (SMILES): CNC(=S)n1ncnc1NC
- M: 171.23 g/mol
- Total energy: -867.8549 Ha
- Energy above the lowest of the compared OMol25 structures with the same formula, charge and spin: 0.000 eV

No. 3
The following is a quantum chemistry calculation of the molecule C14H19FN2O3S, from OMol25.

Each line ends with the Mulliken charge.
Atoms and positions in Å:
C1 1.55906 0.65940 0.36654  0.0686
H1 2.81823 -1.24333 -1.25311  0.2381
H2 2.48903 -1.06282 1.21851  0.4211
C2 1.92405 1.93610 -0.37209  0.3722
C3 -3.62818 -0.84908 0.09942  0.4114
H3 3.66097 3.70282 -1.23126  0.3059
N1 -1.34722 -1.27183 -0.66057  -0.1834
H4 3.82069 0.22214 -1.22641  0.3037
C4 -5.55232 1.14045 0.48377  -0.2921
C5 -5.41828 0.55054 -0.76109  -0.5977
H5 -3.12545 -0.53314 2.14281  0.4155
H6 3.73212 -3.05397 1.13391  0.2679
H7 -2.89746 -2.63421 -0.85563  0.4371
H8 1.11214 0.91903 1.33599  0.5415
C6 3.48757 -0.63642 -0.64313  -0.5388
H9 3.57700 -3.53480 -0.58087  0.2630
H10 0.47507 0.27560 -1.36554  0.3079
N2 0.58526 -0.05897 -0.41834  -0.2347
C7 -4.45713 -0.42701 -0.93201  0.5097
H11 -4.83186 1.21618 2.49625  0.3875
H12 -1.40064 -0.90090 -1.59632  0.2328
C8 2.81179 -0.19325 0.64459  -1.0100
H13 -6.29733 1.90675 0.63399  0.3685
S1 4.99561 -1.61006 -0.33247  -0.0806
O1 1.51543 2.21231 -1.47205  -0.6041
H14 3.86728 4.37480 0.41650  0.2478
H15 3.50910 0.38774 1.24936  0.4240
C9 -4.73003 0.75063 1.52790  -0.7462
C10 -3.77677 -0.23440 1.33577  -0.1843
H16 -2.28479 -2.36074 0.80258  0.4436
C11 3.17184 3.91148 -0.27796  -0.6956
F1 -4.31737 -0.99243 -2.15628  -0.3398
H17 -6.04032 0.83759 -1.59418  0.4396
O2 2.74844 2.69868 0.33566  -0.2837
C12 -0.41823 -0.75653 0.19958  0.5386
C13 4.25497 -3.18192 0.19108  -0.8260
H18 5.07349 -3.88271 0.31602  0.3486
O3 -0.42465 -0.96494 1.39606  -0.6873
H19 2.31472 4.56336 -0.45667  0.3043
C14 -2.55579 -1.88211 -0.14031  -1.2947

Values from the calculation:
- Orbital gap: 0.3359 Ha
- Structure (SMILES): COC(=O)[C@H](CCSC)NC(=O)NCc1ccccc1F
- M: 314.38 g/mol
- Total energy: -1378.2140 Ha
- Energy above the lowest of the compared OMol25 structures with the same formula, charge and spin: 0.497 eV